P:
{"formula": "C3H9NO4", "method": "ωB97M-V with the def2-TZVPD basis set", "gap_ev": 10.8, "multiplicity": 1, "smiles": "O=CCNC=O.O.O", "lumo_ev": 0.530, "species": ["C", "N", "C", "C", "O", "O", "H", "H", "H", "H", "H", "H", "H", "O", "H", "H", "O"], "positions_angstrom": [[-2.06, -0.61, 1.40], [-2.08, -0.07, 0.14], [-0.92, 0.61, -0.36], [-0.93, 0.56, -1.88], [0.00, 0.18, -2.53], [-1.05, -0.64, 2.06], [-3.05, -0.95, 1.73], [-2.88, -0.23, -0.46], [-0.07, 0.06, 0.00], [-0.77, 1.64, -0.02], [-1.94, 0.67, -2.34], [1.60, 0.74, 0.59], [2.61, 0.67, -0.62], [2.23, 1.23, 0.07], [2.44, -1.69, 0.55], [3.49, -0.76, 1.19], [3.37, -1.42, 0.48]]}

=====

Q:
{"formula": "C3H9NO4", "method": "ωB97M-V with the def2-TZVPD basis set", "gap_ev": 10.6, "multiplicity": 1, "smiles": "O=CCNC=O.O.O", "lumo_ev": 0.616, "species": ["C", "N", "C", "C", "O", "O", "H", "H", "H", "H", "H", "H", "H", "O", "H", "H", "O"], "positions_angstrom": [[1.04, 1.68, -0.29], [1.69, 0.48, -0.46], [0.80, -0.69, -0.55], [0.17, -0.81, -1.89], [-0.64, -1.69, -2.05], [-0.18, 1.71, -0.30], [1.62, 2.62, -0.34], [2.46, 0.33, 0.19], [0.12, -0.79, 0.29], [1.44, -1.63, -0.47], [0.52, -0.13, -2.69], [-0.17, -1.99, 3.19], [-1.15, -0.86, 2.68], [-0.32, -1.33, 2.51], [-1.80, 1.75, 1.56], [-1.56, 0.27, 0.97], [-2.02, 0.83, 1.62]]}

=====

Stability check: which of them is least stable? P.

=====

P:
{"formula": "C6H11N2S", "method": "ωB97M-V with the def2-TZVPD basis set", "gap_ev": [8.4, 8.4], "total_charge": 1, "multiplicity": 1, "lumo_ev": [-3.233, -3.232], "species": ["C", "C", "C", "C", "C", "C", "N", "N", "S", "H", "H", "H", "H", "H", "H", "H", "H", "H", "H", "H"], "positions_angstrom": [[-2.37, 1.45, -1.18], [-2.38, 0.72, -0.23], [1.32, 1.41, -1.83], [-0.25, -0.86, 1.54], [-1.59, -1.49, 1.47], [1.36, 0.44, 0.39], [1.90, 1.10, -0.69], [0.09, -0.18, 0.24], [-2.88, -0.18, 1.14], [-2.14, 2.07, -2.03], [0.23, 1.16, -1.95], [1.75, 2.17, -2.49], [-0.20, -0.05, 2.25], [0.48, -1.70, 1.63], [-1.47, -2.30, 0.62], [-1.88, -1.82, 2.44], [1.90, -0.07, 1.12], [2.85, 1.41, -0.71], [0.26, -0.89, -0.55], [-0.83, 0.27, -0.11]]}

=====

Q:
{"formula": "C6H11N2S", "method": "ωB97M-V with the def2-TZVPD basis set", "gap_ev": 8.6, "total_charge": 1, "multiplicity": 1, "lumo_ev": -4.413, "species": ["C", "C", "C", "C", "C", "C", "N", "N", "S", "H", "H", "H", "H", "H", "H", "H", "H", "H", "H", "H"], "positions_angstrom": [[-3.20, 1.07, 0.87], [-1.83, 0.96, 1.01], [-3.64, 0.28, -0.11], [1.73, -0.76, -1.54], [1.40, 0.76, 0.30], [2.31, -1.52, 0.59], [-1.20, 0.02, 0.31], [1.90, -0.58, -0.16], [-2.28, -0.68, -0.74], [-3.68, 1.78, 1.45], [-1.29, 1.57, 1.71], [-4.60, 0.08, -0.74], [1.11, 0.03, -2.02], [2.72, -0.68, -2.08], [1.44, -1.70, -1.80], [1.93, 1.39, -0.48], [0.30, 0.75, 0.42], [1.81, 1.03, 1.26], [2.61, -2.46, 0.16], [2.46, -1.33, 1.60]]}

=====

Stability check: which of them is least stable? P.

=====

P:
{"formula": "C28H24GaGeN4O3S2", "method": "ωB97M-V with the def2-TZVPD basis set", "gap_ev": 6.8, "total_charge": 3, "multiplicity": 1, "lumo_ev": -9.539, "species": ["Ga", "C", "N", "C", "C", "N", "C", "S", "C", "C", "C", "C", "C", "N", "H", "H", "H", "H", "H", "H", "H", "H", "H", "O", "S", "O", "N", "C", "O", "C", "C", "C", "C", "C", "C", "H", "H", "H", "H", "Ge", "C", "C", "C", "C", "C", "C", "C", "C", "C", "C", "C", "C", "H", "H", "H", "H", "H", "H", "H", "H", "H", "H", "H"], "positions_angstrom": [[-0.57, 0.49, 0.72], [1.58, 4.49, 2.71], [0.25, 4.34, 2.12], [-0.54, 5.39, 1.67], [-1.67, 4.86, 1.17], [-1.58, 3.47, 1.35], [-0.38, 3.19, 1.91], [0.32, 1.68, 2.38], [-2.61, 2.60, 0.92], [-3.92, 3.06, 0.93], [-4.91, 2.29, 0.35], [-4.58, 1.07, -0.22], [-3.28, 0.64, -0.15], [-2.31, 1.39, 0.43], [1.62, 4.00, 3.68], [1.77, 5.55, 2.84], [2.33, 4.06, 2.04], [-0.22, 6.41, 1.73], [-2.50, 5.33, 0.68], [-4.16, 4.01, 1.38], [-5.94, 2.64, 0.35], [-5.33, 0.45, -0.71], [-2.97, -0.31, -0.56], [0.19, 2.92, -0.89], [0.06, 1.90, -1.90], [-1.12, 1.85, -2.69], [0.21, 0.42, -1.05], [1.31, -0.25, -1.44], [1.64, -1.37, -0.95], [2.09, 0.43, -2.46], [3.25, -0.01, -3.07], [3.82, 0.79, -4.05], [3.24, 2.01, -4.41], [2.07, 2.46, -3.80], [1.53, 1.65, -2.83], [3.70, -0.96, -2.80], [4.73, 0.48, -4.55], [3.70, 2.61, -5.18], [1.61, 3.39, -4.09], [0.55, -2.96, -0.85], [-0.86, -2.37, 0.39], [-0.56, -1.55, 1.52], [-1.54, -1.33, 2.52], [-2.81, -1.86, 2.38], [-3.10, -2.64, 1.27], [-2.14, -2.88, 0.28], [1.67, -4.31, -0.17], [2.47, -5.04, -1.06], [3.29, -6.05, -0.57], [3.32, -6.32, 0.79], [2.52, -5.59, 1.67], [1.70, -4.59, 1.19], [0.02, -3.00, -2.28], [0.49, -1.40, 1.79], [-1.29, -0.77, 3.41], [-3.56, -1.71, 3.15], [-4.09, -3.09, 1.17], [-2.41, -3.52, -0.56], [2.44, -4.85, -2.12], [3.90, -6.62, -1.25], [3.96, -7.10, 1.17], [2.54, -5.82, 2.73], [1.07, -4.05, 1.89]]}

=====

Q:
{"formula": "C28H24GaGeN4O3S2", "method": "ωB97M-V with the def2-TZVPD basis set", "gap_ev": 6.8, "total_charge": 3, "multiplicity": 1, "lumo_ev": -9.426, "species": ["Ga", "C", "N", "C", "C", "N", "C", "S", "C", "C", "C", "C", "C", "N", "H", "H", "H", "H", "H", "H", "H", "H", "H", "O", "S", "O", "N", "C", "O", "C", "C", "C", "C", "C", "C", "H", "H", "H", "H", "Ge", "C", "C", "C", "C", "C", "C", "C", "C", "C", "C", "C", "C", "H", "H", "H", "H", "H", "H", "H", "H", "H", "H", "H"], "positions_angstrom": [[-0.43, 0.80, 0.47], [1.23, 5.03, 2.49], [-0.06, 4.66, 1.90], [-0.99, 5.57, 1.45], [-2.05, 4.88, 1.00], [-1.78, 3.53, 1.21], [-0.54, 3.42, 1.76], [0.33, 1.99, 2.23], [-2.73, 2.52, 0.89], [-4.08, 2.81, 1.04], [-5.02, 1.89, 0.59], [-4.59, 0.71, 0.01], [-3.24, 0.47, -0.07], [-2.32, 1.35, 0.37], [1.09, 5.32, 3.53], [1.65, 5.85, 1.92], [1.91, 4.17, 2.44], [-0.80, 6.63, 1.47], [-2.95, 5.22, 0.53], [-4.38, 3.73, 1.51], [-6.07, 2.11, 0.70], [-5.29, -0.02, -0.37], [-2.85, -0.45, -0.49], [0.03, 2.57, -0.88], [0.22, 1.74, -2.07], [-0.74, 1.84, -3.10], [0.23, 0.23, -1.31], [1.41, -0.40, -1.55], [1.67, -1.56, -1.13], [2.37, 0.38, -2.33], [3.62, -0.01, -2.77], [4.34, 0.89, -3.54], [3.82, 2.13, -3.88], [2.55, 2.53, -3.45], [1.86, 1.64, -2.66], [4.01, -0.99, -2.52], [5.33, 0.62, -3.90], [4.40, 2.81, -4.49], [2.13, 3.49, -3.74], [0.39, -3.00, -0.88], [-0.77, -2.25, 0.51], [-0.32, -1.31, 1.48], [-1.13, -1.00, 2.59], [-2.40, -1.54, 2.70], [-2.85, -2.44, 1.74], [-2.04, -2.78, 0.65], [1.43, -4.49, -0.40], [1.88, -5.35, -1.40], [2.65, -6.46, -1.06], [2.95, -6.71, 0.27], [2.49, -5.86, 1.27], [1.72, -4.75, 0.95], [-0.30, -2.95, -2.24], [0.75, -1.10, 1.55], [-0.75, -0.36, 3.37], [-3.02, -1.31, 3.56], [-3.82, -2.89, 1.84], [-2.41, -3.51, -0.06], [1.64, -5.17, -2.44], [3.00, -7.13, -1.83], [3.54, -7.57, 0.53], [2.72, -6.07, 2.31], [1.36, -4.11, 1.73]]}

=====

Stability check: which of them is least stable? Q.

=====

P:
{"formula": "C4H5N3O2", "method": "ωB97M-V with the def2-TZVPD basis set", "gap_ev": 8.7, "multiplicity": 1, "smiles": "Nc1ccn2c1OON2", "lumo_ev": 0.883, "species": ["C", "C", "C", "C", "N", "N", "N", "O", "O", "H", "H", "H", "H", "H"], "positions_angstrom": [[0.08, 0.40, -1.49], [0.24, -0.95, -1.29], [-0.27, 1.03, -0.23], [-0.12, 0.09, 0.67], [0.24, -1.05, 0.05], [0.32, -2.10, 0.99], [-0.62, 2.30, 0.10], [-0.22, -0.18, 2.02], [0.56, -1.38, 2.10], [0.07, 0.87, -2.44], [0.64, -1.65, -2.01], [-0.55, -2.73, 1.11], [-0.10, 2.84, -0.60], [-0.26, 2.51, 1.02]]}

=====

Q:
{"formula": "C4H5N3O2", "method": "ωB97M-V with the def2-TZVPD basis set", "gap_ev": 9.6, "multiplicity": 1, "smiles": "NC(=O)/C=C(\\O)C1N=N1", "lumo_ev": 0.362, "species": ["C", "C", "C", "C", "N", "N", "N", "O", "O", "H", "H", "H", "H", "H"], "positions_angstrom": [[0.12, 0.42, -0.05], [-0.82, -0.54, 0.00], [1.59, 0.03, 0.16], [-2.25, -0.37, -0.01], [-2.97, 0.70, 0.80], [-2.84, 0.90, -0.37], [2.52, 1.00, 0.04], [1.87, -1.16, 0.25], [-0.57, -1.87, 0.08], [0.05, 1.54, -0.08], [-2.72, -1.26, -0.12], [2.11, 1.76, -0.60], [3.47, 0.79, -0.23], [0.43, -1.94, 0.13]]}

=====

Stability check: which of them is least stable? P.